Here is 14 unconnected molecules or ions with the total composition C15H56IN24O13 in a non-equilibrium geometry from the Open Molecules 2025 dataset. Energies are from ωB97M-V/def2-TZVPD.

Cartesian coordinates (Å):
I (0.20, -0.01, 0.41)
C (-1.06, 3.02, 5.43)
C (-2.05, 1.97, 5.05)
C (-2.04, 1.91, 3.54)
O (-1.60, 0.71, 5.43)
H (-0.87, 2.88, 6.50)
H (-1.37, 4.06, 5.35)
H (-0.13, 2.75, 4.92)
H (-3.08, 2.15, 5.35)
H (-2.26, 2.75, 2.88)
H (-2.87, 1.23, 3.34)
H (-1.09, 1.52, 3.17)
H (-0.64, 0.75, 5.43)
C (3.71, 2.65, -1.10)
O (2.59, 2.88, -1.41)
N (4.32, 1.50, -1.22)
N (4.57, 3.52, -0.57)
H (5.25, 1.34, -0.88)
H (3.94, 0.80, -1.85)
H (5.55, 3.28, -0.49)
H (4.13, 4.35, -0.20)
C (1.22, -4.48, -1.52)
O (0.09, -4.83, -1.12)
N (1.47, -3.26, -1.66)
N (2.25, -5.33, -1.56)
H (2.38, -2.83, -1.75)
H (0.77, -2.58, -1.39)
H (1.93, -6.13, -1.03)
H (3.14, -4.88, -1.39)
C (2.16, 2.90, 2.95)
O (2.97, 3.74, 3.41)
N (0.95, 3.16, 2.74)
N (2.55, 1.81, 2.36)
H (0.54, 3.99, 3.15)
H (0.48, 2.52, 2.12)
H (1.84, 1.22, 1.95)
H (3.54, 1.59, 2.36)
C (-3.54, -4.14, 0.98)
O (-3.46, -4.39, 2.12)
N (-4.54, -4.24, 0.14)
N (-2.48, -3.69, 0.40)
H (-4.40, -3.96, -0.82)
H (-5.47, -4.39, 0.51)
H (-1.73, -3.49, 1.04)
H (-2.29, -3.70, -0.60)
C (-3.78, 0.45, -2.45)
O (-2.96, 0.97, -3.19)
N (-5.06, 0.33, -2.60)
N (-3.51, -0.03, -1.25)
H (-5.38, 0.66, -3.50)
H (-5.59, 0.24, -1.75)
H (-2.55, -0.02, -0.92)
H (-4.32, -0.17, -0.66)
C (-1.23, 4.40, 0.14)
O (-1.91, 5.34, 0.35)
N (-1.71, 3.21, 0.08)
N (0.06, 4.46, -0.01)
H (-2.67, 3.09, 0.37)
H (-1.09, 2.44, -0.15)
H (0.53, 5.28, 0.33)
H (0.54, 3.70, -0.48)
C (4.34, -1.40, 1.54)
O (4.59, -1.92, 2.57)
N (4.86, -0.29, 1.07)
N (3.70, -1.90, 0.52)
H (4.35, 0.24, 0.38)
H (5.48, 0.28, 1.62)
H (3.66, -2.91, 0.59)
H (3.32, -1.52, -0.33)
C (3.04, -0.89, -3.57)
O (3.27, -1.04, -2.43)
N (3.19, -1.86, -4.45)
N (2.75, 0.28, -4.06)
H (3.62, -2.70, -4.10)
H (3.18, -1.66, -5.44)
H (2.59, 1.03, -3.41)
H (2.49, 0.38, -5.04)
C (-1.04, -1.60, -4.62)
O (-0.55, -2.71, -4.64)
N (-1.86, -1.10, -5.46)
N (-0.74, -0.77, -3.70)
H (-2.21, -1.75, -6.14)
H (-2.20, -0.14, -5.47)
H (-0.06, -1.22, -3.10)
H (-1.40, -0.13, -3.28)
C (-4.19, -1.10, 3.11)
O (-5.06, -0.33, 3.36)
N (-3.62, -1.84, 4.02)
N (-3.68, -1.12, 1.92)
H (-3.89, -1.82, 4.99)
H (-3.00, -2.58, 3.71)
H (-3.98, -0.43, 1.25)
H (-2.85, -1.64, 1.67)
C (0.53, -3.57, 3.23)
O (0.78, -4.45, 4.04)
N (1.22, -3.14, 2.18)
N (-0.40, -2.68, 3.37)
H (1.01, -2.33, 1.61)
H (2.13, -3.52, 1.92)
H (-0.33, -1.83, 2.84)
H (-0.83, -2.73, 4.28)
C (0.08, 3.39, -4.57)
O (-0.60, 3.85, -5.45)
N (1.26, 3.67, -4.28)
N (-0.29, 2.48, -3.77)
H (1.71, 3.45, -3.40)
H (1.63, 4.46, -4.79)
H (-1.21, 2.13, -4.00)
H (0.25, 2.05, -3.04)

Summary:
Relative energy (zero: lowest compared OMol25 entry of this formula, charge and spin) ... 159.39 kJ/mol
E_LUMO ... 1.66 eV
Total charge ... -1

Here is 13 unconnected molecules or ions with the total composition C15H56N8O13 in a non-equilibrium geometry from the Open Molecules 2025 dataset. Energies are from ωB97M-V/def2-TZVPD.

Cartesian coordinates (Å):
C (-1.72, -2.60, -3.12)
C (-2.52, -2.03, -1.93)
O (-3.03, -0.76, -2.15)
H (-1.53, -3.62, -2.92)
H (-0.80, -2.08, -3.28)
H (-2.20, -2.47, -4.08)
H (-1.82, -2.04, -1.11)
H (-3.39, -2.66, -1.72)
H (-3.54, -0.59, -1.34)
C (0.39, -0.60, -0.47)
C (-0.48, 0.55, 0.11)
O (-0.40, 0.52, 1.52)
H (0.21, -0.84, -1.55)
H (0.08, -1.47, 0.15)
H (1.41, -0.34, -0.21)
H (-1.51, 0.42, -0.35)
H (-0.05, 1.46, -0.32)
H (-1.09, 1.11, 1.79)
C (3.06, 2.30, 0.46)
O (2.47, 1.61, 1.55)
N (2.90, 3.61, 0.37)
N (3.65, 1.75, -0.57)
H (2.69, 4.07, 1.26)
H (3.28, 4.24, -0.33)
H (3.97, 0.74, -0.45)
H (4.29, 2.27, -1.25)
C (0.82, -2.39, 3.38)
O (1.75, -3.21, 3.99)
N (-0.34, -2.78, 3.05)
N (1.10, -1.19, 3.03)
H (-0.48, -3.79, 3.25)
H (-1.18, -2.15, 3.07)
H (2.06, -0.85, 3.22)
H (0.57, -0.52, 2.44)
C (1.63, 3.12, -3.06)
O (2.79, 3.82, -3.26)
N (1.58, 2.06, -2.31)
N (0.49, 3.52, -3.54)
H (2.40, 1.70, -1.71)
H (0.66, 1.71, -2.10)
H (0.37, 4.42, -4.08)
H (-0.28, 2.87, -3.51)
C (4.21, -0.66, -2.02)
O (5.05, -0.02, -2.92)
N (4.50, -0.83, -0.77)
N (3.00, -1.09, -2.31)
H (5.41, -0.50, -0.51)
H (3.92, -1.49, -0.24)
H (2.73, -0.85, -3.27)
H (2.40, -1.53, -1.62)
C (-4.13, 1.62, 0.50)
O (-4.53, 0.40, -0.13)
H (-4.67, 2.44, 0.05)
H (-3.07, 1.77, 0.41)
H (-4.38, 1.60, 1.57)
H (-5.48, 0.45, -0.29)
C (-1.64, 1.02, -4.48)
O (-1.28, 1.18, -3.13)
H (-2.59, 0.58, -4.61)
H (-0.97, 0.36, -4.99)
H (-1.65, 2.01, -4.95)
H (-1.73, 0.47, -2.70)
C (-0.29, -4.31, 0.06)
O (-1.36, -3.84, 0.78)
H (-0.58, -5.19, -0.55)
H (0.54, -4.56, 0.74)
H (0.14, -3.60, -0.53)
H (-0.93, -3.28, 1.45)
C (-0.61, 3.73, 1.32)
O (0.18, 4.54, 0.43)
H (0.03, 2.98, 1.79)
H (-1.47, 3.32, 0.77)
H (-0.99, 4.35, 2.11)
H (1.02, 4.19, 0.26)
C (-3.23, -1.31, 2.10)
O (-2.34, -0.95, 3.13)
H (-2.73, -1.00, 1.14)
H (-4.05, -0.66, 2.34)
H (-3.46, -2.39, 2.02)
H (-2.23, 0.00, 3.28)
C (-1.32, 1.98, 4.24)
O (-2.40, 1.90, 3.36)
H (-0.64, 1.16, 4.16)
H (-1.85, 1.91, 5.19)
H (-0.86, 2.94, 4.33)
H (-3.03, 2.58, 3.67)
C (3.42, -3.69, 1.08)
O (2.64, -2.52, 0.72)
H (2.91, -4.65, 0.92)
H (3.59, -3.56, 2.12)
H (4.40, -3.69, 0.64)
H (2.12, -2.19, 1.43)

Summary:
Relative energy (zero: lowest compared OMol25 entry of this formula, charge and spin) ... 571.44 kJ/mol
E_LUMO ... -0.16 eV
Total charge ... 0

Here is 14 unconnected molecules or ions with the total composition C15H58N14O14 in a non-equilibrium geometry from the Open Molecules 2025 dataset. Energies are from ωB97M-V/def2-TZVPD.

Cartesian coordinates (Å):
C (1.19, -5.71, -2.16)
C (1.79, -4.42, -1.61)
O (1.16, -3.22, -1.76)
H (1.91, -6.52, -2.10)
H (1.10, -5.66, -3.23)
H (0.30, -6.02, -1.66)
H (2.78, -4.25, -1.96)
H (1.99, -4.48, -0.54)
H (1.63, -2.56, -1.30)
C (1.37, -2.29, -5.35)
O (1.99, -2.23, -6.55)
N (1.70, -3.25, -4.51)
N (0.37, -1.52, -5.06)
H (2.36, -3.88, -4.87)
H (1.34, -3.48, -3.58)
H (0.09, -0.83, -5.81)
H (-0.16, -1.59, -4.23)
C (0.90, -2.77, 2.67)
O (0.87, -4.11, 2.43)
N (1.49, -2.32, 3.72)
N (0.30, -1.89, 1.95)
H (1.66, -3.09, 4.36)
H (1.63, -1.31, 4.00)
H (-0.11, -2.43, 1.13)
H (0.90, -1.09, 1.61)
C (-2.03, -0.44, 4.18)
O (-1.92, -0.43, 5.53)
N (-3.10, -0.74, 3.55)
N (-1.12, -0.06, 3.33)
H (-3.74, -1.28, 4.17)
H (-3.01, -1.06, 2.55)
H (-0.33, 0.30, 3.88)
H (-0.67, -0.87, 2.69)
C (2.71, 1.30, 1.15)
O (2.03, 0.39, 1.95)
N (3.57, 2.13, 1.64)
N (2.70, 1.34, -0.12)
H (3.69, 2.15, 2.66)
H (4.12, 2.80, 1.05)
H (1.92, 0.75, -0.48)
H (3.15, 2.11, -0.61)
C (1.43, 0.88, 5.12)
O (1.07, 0.83, 6.41)
N (0.81, 1.63, 4.27)
N (2.32, 0.07, 4.63)
H (0.05, 2.21, 4.63)
H (1.00, 1.63, 3.27)
H (2.56, -0.06, 3.60)
H (2.76, -0.47, 5.36)
C (2.93, 0.53, -3.73)
O (2.48, 1.24, -4.84)
N (4.16, 0.66, -3.23)
N (2.15, -0.23, -3.06)
H (4.85, 0.93, -3.90)
H (4.47, 0.16, -2.35)
H (1.29, -0.41, -3.53)
H (2.36, -0.80, -2.29)
C (-3.37, 2.49, 2.35)
O (-3.83, 3.70, 1.83)
N (-2.18, 2.02, 2.22)
N (-4.09, 1.66, 3.02)
H (-1.52, 2.62, 1.73)
H (-1.80, 1.09, 2.68)
H (-4.97, 2.04, 3.33)
H (-3.69, 0.69, 3.35)
C (-1.79, -0.44, -3.26)
O (-0.99, -1.46, -2.66)
H (-2.45, -0.93, -3.96)
H (-1.31, 0.34, -3.86)
H (-2.45, -0.01, -2.53)
H (-1.48, -2.28, -2.59)
C (-3.35, 2.37, -1.47)
O (-4.25, 1.77, -2.31)
H (-2.38, 2.40, -1.88)
H (-3.18, 1.81, -0.54)
H (-3.82, 3.30, -1.21)
H (-4.27, 2.27, -3.08)
C (0.58, 4.19, 2.01)
O (-0.24, 3.81, 0.96)
H (0.28, 3.66, 2.90)
H (0.45, 5.24, 2.27)
H (1.62, 4.11, 1.71)
H (-0.26, 4.55, 0.35)
C (-3.90, -1.04, 0.46)
O (-2.90, -1.91, 0.98)
H (-4.11, -0.15, 1.13)
H (-4.87, -1.46, 0.23)
H (-3.63, -0.47, -0.45)
H (-2.22, -2.07, 0.38)
C (0.53, 3.19, -2.28)
O (0.34, 2.71, -3.62)
H (1.04, 4.12, -2.34)
H (1.02, 2.49, -1.59)
H (-0.51, 3.50, -1.98)
H (1.10, 2.22, -3.88)
C (-0.48, 0.41, 0.07)
O (0.52, -0.19, -0.75)
H (-1.19, -0.25, 0.44)
H (-1.04, 1.07, -0.63)
H (-0.15, 1.06, 0.85)
H (0.00, -0.57, -1.47)

Summary:
Relative energy (zero: lowest compared OMol25 entry of this formula, charge and spin) ... 272.48 kJ/mol
E_LUMO ... -0.77 eV
Total charge ... 0

Here is 14 unconnected molecules or ions with the total composition C15H58O14 in a non-equilibrium geometry from the Open Molecules 2025 dataset. Energies are from ωB97M-V/def2-TZVPD.

Cartesian coordinates (Å):
O (1.98, -1.90, -6.17)
H (1.97, -1.29, -5.43)
H (1.50, -1.44, -6.87)
O (5.64, 3.96, -8.19)
H (5.27, 3.63, -9.01)
H (5.17, 4.79, -8.04)
O (8.56, 3.19, -5.94)
H (7.73, 2.81, -6.24)
H (8.42, 4.14, -5.98)
O (6.26, -3.28, -9.11)
H (6.85, -4.01, -8.90)
H (6.80, -2.67, -9.61)
O (2.12, 2.38, -8.70)
H (2.48, 2.60, -9.56)
H (2.41, 3.09, -8.12)
O (0.59, 0.17, -7.95)
H (1.35, 0.71, -8.20)
H (0.60, -0.57, -8.56)
O (4.39, -3.15, -6.85)
H (3.57, -2.67, -6.97)
H (4.89, -3.02, -7.67)
O (5.13, -3.04, -4.00)
H (5.05, -3.05, -4.96)
H (4.73, -2.21, -3.73)
O (6.97, 0.52, -3.94)
H (6.50, 0.88, -4.70)
H (7.84, 0.92, -3.99)
C (9.73, 1.70, -11.86)
C (10.07, 1.15, -10.48)
C (8.96, 1.33, -9.43)
O (10.33, -0.25, -10.59)
H (8.80, 1.31, -12.27)
H (10.53, 1.59, -12.60)
H (9.67, 2.78, -11.70)
H (11.02, 1.56, -10.13)
H (8.66, 2.37, -9.35)
H (9.32, 0.96, -8.47)
H (8.14, 0.64, -9.62)
H (11.07, -0.38, -11.18)
C (1.21, -0.45, -11.68)
C (1.17, -1.82, -11.00)
C (2.39, -2.08, -10.04)
O (-0.06, -1.88, -10.28)
H (2.17, -0.22, -12.14)
H (1.06, 0.31, -10.91)
H (0.42, -0.36, -12.44)
H (1.13, -2.62, -11.75)
H (2.22, -3.07, -9.60)
H (2.61, -1.35, -9.26)
H (3.23, -2.14, -10.73)
H (-0.70, -1.72, -10.98)
C (6.72, -0.29, -7.22)
C (5.71, 0.84, -7.34)
C (4.28, 0.40, -7.22)
O (5.92, 1.76, -6.25)
H (7.75, 0.03, -7.11)
H (6.77, -0.82, -8.17)
H (6.59, -1.05, -6.45)
H (5.90, 1.41, -8.25)
H (4.04, -0.02, -8.20)
H (3.61, 1.23, -6.97)
H (4.08, -0.44, -6.56)
H (5.69, 2.65, -6.56)
C (8.60, -4.50, -5.06)
C (8.34, -3.49, -6.16)
C (9.30, -2.29, -6.11)
O (8.56, -4.16, -7.41)
H (8.35, -5.53, -5.29)
H (7.90, -4.22, -4.27)
H (9.63, -4.50, -4.71)
H (7.29, -3.22, -6.28)
H (9.30, -1.67, -7.01)
H (10.34, -2.60, -6.00)
H (8.96, -1.60, -5.34)
H (9.50, -4.36, -7.49)
C (5.42, 4.79, -4.56)
C (5.09, 5.88, -3.55)
C (3.84, 6.67, -3.90)
O (4.81, 5.23, -2.29)
H (4.62, 4.05, -4.66)
H (6.29, 4.21, -4.27)
H (5.61, 5.16, -5.57)
H (5.88, 6.61, -3.40)
H (3.01, 5.97, -3.80)
H (3.90, 7.02, -4.93)
H (3.69, 7.48, -3.19)
H (5.69, 5.04, -1.94)

Summary:
Relative energy (zero: lowest compared OMol25 entry of this formula, charge and spin) ... 151.60 kJ/mol
E_LUMO ... -0.71 eV
Total charge ... 0